ORCA calculation (ωB97M-V/def2-TZVPD) on an isolated ion of composition C5H4N2O5S and charge -2.

Last column: Mulliken charge in e.
Element x y z (Å)
C: 1.5557 1.5342 0.1913  -0.1934
C: 2.0928 0.2963 0.0481  0.3447
C: -0.0197 0.0816 0.0860  0.5182
C: 3.6170 0.0111 -0.0087  0.2357
C: -2.4607 0.4926 -0.0506  -0.8040
N: 1.0787 -0.6477 0.0025  -0.4770
N: -1.3405 -0.4167 0.1804  -0.1572
O: 4.3457 0.9874 0.3544  -0.7539
O: -2.6435 -2.4745 -1.2655  -0.6210
O: 3.9871 -1.1241 -0.3927  -0.7154
O: -2.1022 -2.8533 1.0450  -0.5686
O: 0.1923 1.4575 0.2437  -0.3362
S: -1.6138 -2.3436 -0.2023  0.5314
H: 1.6695 2.6491 0.0946  0.2670
H: -3.1320 0.6810 0.9013  0.1750
H: -2.0684 1.5329 -0.4255  0.2649
H: -3.1579 0.1362 -0.8020  0.2897

Values from the calculation:
charge	-2
HOMO-LUMO gap	0.2501	Ha
energy	-29302.079	eV
HOMO energy	-0.9	eV
LUMO level	5.9	eV
strongest force on any atom	0.06374	hartree/bohr
energy relative to the best compared isomer or geometry (same formula, charge and spin)	65.50	kJ/mol

---

ORCA calculation (ωB97M-V/def2-TZVPD) on a 3-piece molecular cluster, C16H19O4P overall.

Last column: Mulliken charge in e.
Element x y z (Å)
O: -0.0452 -1.8048 0.0422  -0.5752
C: -0.6700 -1.1224 0.8277  0.3447
C: -1.6750 -1.7287 1.7367  -0.2675
C: -2.3630 -0.9831 2.5965  -0.4569
C: -2.1555 0.4857 2.6809  0.3266
O: -2.7845 1.1666 3.4603  -0.5395
C: -1.1467 1.0890 1.7716  -0.3185
C: -0.4574 0.3432 0.9131  -0.2547
H: -1.8069 -2.8004 1.6504  0.4576
H: -3.1025 -1.3955 3.2711  0.4161
H: -1.0150 2.1607 1.8553  0.4184
H: 0.2831 0.7586 0.2409  0.4351
O: 5.0245 -4.7612 1.8595  -0.5403
C: 3.8692 -5.0991 1.7178  0.3423
C: 3.4251 -6.4760 2.0585  -0.3924
C: 2.1566 -6.8475 1.9133  -0.3724
C: 1.1308 -5.8987 1.4091  0.3327
O: -0.0321 -6.2288 1.3090  -0.5500
C: 1.5773 -4.5312 1.0436  -0.3501
C: 2.8460 -4.1601 1.1945  -0.3051
H: 4.1941 -7.1415 2.4299  0.4031
H: 1.8032 -7.8413 2.1575  0.4102
H: 0.8174 -3.8622 0.6590  0.5777
H: 3.1973 -3.1678 0.9404  0.4443
C: -0.8988 6.0293 -2.9006  -1.1179
C: -1.8798 4.9176 -3.2490  -0.4164
C: -1.3270 3.5013 -3.1004  -0.7902
C: -0.7740 3.1915 -1.6970  -0.5612
P: 1.0875 3.1193 -1.6619  -0.1002
H: 0.0503 5.9070 -3.4255  0.2717
H: -0.6791 6.0708 -1.8329  0.2940
H: -1.3061 7.0004 -3.1842  0.3463
H: -2.7730 5.0088 -2.6246  0.2957
H: -2.2148 5.0497 -4.2801  0.3498
H: -0.5638 3.3226 -3.8645  0.4167
H: -2.1325 2.7983 -3.3188  0.2366
H: -1.1635 3.9030 -0.9687  0.3954
H: -1.1141 2.2040 -1.3821  0.3689
H: 1.2763 3.3468 -0.2719  0.0097
H: 1.3417 4.4762 -1.9766  0.0150

Values from the calculation:
HOMO-LUMO gap	0.2887	Ha
energy	-34376.056	eV
HOMO energy	-9.6	eV
LUMO level	-1.7	eV
strongest force on any atom	0.00316	hartree/bohr
SMILES string	O=C1C=CC(=O)C=C1.O=C1C=CC(=O)C=C1.CCCCP
energy relative to the best compared isomer or geometry (same formula, charge and spin)	466.33	kJ/mol

---

ORCA calculation (ωB97M-V/def2-TZVPD) on one molecule with the formula C4H2F2O.

Last column: Mulliken charge in e.
Element x y z (Å)
F: 1.8363 1.4063 -0.0276  -0.2852
C: 0.8112 0.5426 0.0188  0.4935
C: -0.6044 0.8656 0.0006  -0.3141
C: -1.2409 -0.3257 0.0114  -0.4647
O: -0.3215 -1.3277 -0.0328  -0.2779
C: 0.8957 -0.8082 -0.0306  0.2885
F: 1.9305 -1.6545 0.0214  -0.2541
H: -1.0413 1.8577 0.0842  0.3712
H: -2.2657 -0.5561 -0.0454  0.4429

Values from the calculation:
HOMO-LUMO gap	0.3708	Ha
energy	-11661.240	eV
HOMO energy	-9.2	eV
LUMO level	0.9	eV
strongest force on any atom	0.03238	hartree/bohr
SMILES string	Fc1ccoc1F
energy relative to the best compared isomer or geometry (same formula, charge and spin)	29.34	kJ/mol